103
Properties=species:S:1:pos:R:3:forces:R:3 method="wB97M-V/def2-TZVPD" energy_ha=-2411.51816 orbital_gap_ev=6.97 e_above_lowest_ev=0.709 spin_multiplicity=1 total_charge=+3
C 2.7389 -1.4273 2.0712 -1.615 0.752 0.409
C 3.7606 -0.3836 2.4298 1.057 -0.653 -0.680
N 4.5403 -0.7185 3.6383 -1.079 0.787 0.301
C 5.2371 -1.8742 3.8450 0.068 -0.182 0.431
C 5.7734 -1.7855 5.0998 0.370 -0.139 -0.437
N 5.3956 -0.5890 5.6041 -0.863 1.580 0.209
C 4.5888 0.0490 4.7391 1.213 -1.180 -0.207
C 5.8508 -0.0385 6.8914 -0.651 -1.227 0.407
H 2.1542 -1.0969 1.2040 0.487 -0.322 -0.283
H 1.9417 -1.4252 2.8226 0.247 -0.471 0.249
H 3.1135 -2.4325 1.9049 0.114 0.049 0.023
H 3.3660 0.6218 2.5457 -0.187 -0.060 0.123
H 4.4805 -0.3665 1.6043 0.140 0.328 0.162
H 5.2039 -2.6683 3.1207 0.290 -0.026 0.032
H 6.4474 -2.3820 5.6926 -0.117 -0.380 -0.310
H 4.1192 1.0022 4.8977 0.026 0.052 -0.080
H 5.2415 0.8116 7.1797 0.380 0.372 -0.326
H 6.9269 0.0933 6.8577 -0.070 0.451 0.071
H 5.6025 -0.7998 7.6340 0.294 0.031 0.073
C 0.0936 -2.6345 -4.3752 -0.593 0.926 -0.395
C -1.1760 -1.8193 -4.1322 0.239 0.030 0.496
N -2.2980 -2.7340 -3.9393 0.334 -0.812 1.526
C -2.9659 -3.4156 -4.9129 -0.936 1.481 -0.613
C -3.9513 -4.1407 -4.3150 1.298 -0.936 -0.664
N -3.6279 -4.1528 -2.9862 -0.330 1.062 0.945
C -2.6412 -3.2710 -2.7456 -0.545 -0.380 -1.129
C -4.1624 -5.0207 -1.9358 0.091 -0.732 -0.508
H 0.2210 -3.4480 -3.6653 0.148 0.373 0.393
H 0.8350 -1.8383 -4.3052 0.741 -0.690 -0.164
H 0.0652 -3.0994 -5.3611 0.227 0.262 -0.121
H -1.3879 -1.0598 -4.8865 -0.202 -0.621 -0.536
H -1.0892 -1.1754 -3.2535 0.010 -0.590 0.415
H -2.7353 -3.1886 -5.9416 -0.381 -0.074 -0.049
H -4.6857 -4.7662 -4.7923 -0.093 -0.094 0.306
H -2.1532 -3.1846 -1.7820 0.108 0.535 -0.207
H -3.3795 -5.7622 -1.7774 -0.170 -0.004 0.544
H -5.0280 -5.5702 -2.2988 -0.051 0.217 -0.142
H -4.4446 -4.4793 -1.0384 0.213 0.130 -0.016
C 4.8049 4.0764 -3.1720 -1.338 0.709 0.278
C 4.0749 3.5754 -1.9139 0.737 0.283 0.520
N 3.7144 2.1575 -1.9286 0.522 -0.060 0.414
C 2.4952 1.6621 -2.2975 -0.452 -0.656 -0.246
C 2.5477 0.3068 -2.1500 0.354 -0.195 -0.331
N 3.8250 0.0064 -1.7606 0.319 0.993 1.009
C 4.5131 1.1525 -1.5594 -0.911 -0.943 -0.652
C 4.2880 -1.3296 -1.4563 0.784 -0.847 -0.301
H 4.1677 4.0122 -4.0547 -0.065 -0.214 0.035
H 5.7665 3.6402 -3.4230 0.058 -0.156 0.472
H 4.8895 5.1478 -2.9824 0.486 0.015 -0.223
H 3.1806 4.1263 -1.6161 -0.244 0.052 -0.909
H 4.6683 3.7623 -1.0127 0.470 -0.391 -0.223
H 1.7057 2.2787 -2.6930 0.001 0.102 0.205
H 1.8685 -0.5307 -2.2377 -0.448 0.393 -0.124
H 5.5123 1.1873 -1.1614 0.067 0.271 -0.160
H 5.2939 -1.2956 -1.0385 -0.134 0.197 0.236
H 4.4112 -1.9133 -2.3700 -0.269 0.145 -0.092
H 3.6085 -1.8730 -0.8023 -0.136 0.276 0.051
C -7.7968 0.7287 -1.6219 -0.123 0.665 0.137
C -7.7419 -0.8076 -1.7116 -0.215 1.517 0.534
N -6.6328 -1.2658 -0.8792 0.795 -0.441 0.620
C -6.7108 -2.0620 0.2404 0.437 -0.862 -0.252
C -5.4397 -2.2581 0.6954 -1.175 0.578 1.046
N -4.6302 -1.4223 -0.0190 -0.192 -0.056 -1.234
C -5.3553 -0.9009 -1.0150 -0.135 0.487 0.150
C -3.2273 -1.1065 0.1586 0.679 -0.088 0.145
H -6.8899 1.2417 -1.9493 -0.008 -0.299 -0.480
H -7.9111 1.1348 -0.6119 -0.063 -0.714 0.259
H -8.6617 1.1471 -2.1364 0.136 -0.250 -0.396
H -7.6052 -1.1641 -2.7285 -0.078 -0.045 -0.006
H -8.6523 -1.2007 -1.2674 0.021 -0.306 -0.206
H -7.6090 -2.5079 0.6326 -0.159 0.131 -0.281
H -5.1940 -2.8042 1.5910 0.476 0.117 -0.097
H -4.9607 -0.2096 -1.7495 0.053 0.213 0.094
H -3.0487 -0.5030 1.0453 -0.518 -0.218 -0.008
H -2.8837 -0.4892 -0.6690 -0.159 -0.243 -0.140
H -2.6307 -2.0141 0.2212 0.003 0.001 -0.030
C 1.5135 4.9503 4.0862 -0.458 -0.503 -0.425
C 1.3480 4.8317 2.5646 0.499 0.592 0.574
N 0.9591 3.4765 2.1722 -1.002 -0.364 0.105
C 1.5645 2.6653 1.2421 0.048 0.073 0.208
C 0.8860 1.4745 1.2303 0.568 0.814 -0.360
N -0.1566 1.6104 2.1053 0.135 -0.290 -0.629
C -0.0959 2.8201 2.6588 -0.277 -0.407 0.154
C -1.1670 0.5363 2.2674 0.224 0.648 1.078
H 2.2134 4.2055 4.4649 0.150 0.137 0.009
H 0.5430 4.7447 4.5395 0.063 0.157 0.221
H 1.8173 5.9529 4.3728 0.075 -0.007 -0.045
H 2.2854 5.0554 2.0575 -0.026 -0.063 -0.067
H 0.6129 5.5665 2.2412 -0.129 -0.223 -0.258
H 2.3649 3.1174 0.6823 0.186 -0.523 -0.145
H 1.0421 0.5641 0.6666 -0.264 0.132 -0.144
H -0.7741 3.1638 3.4214 -0.055 0.155 -0.122
H -0.8648 -0.3163 1.6643 0.147 0.030 -0.015
H -2.1573 0.8893 1.9830 0.191 0.420 -0.213
H -1.1442 0.3156 3.3338 -0.229 -0.440 -0.053
C -1.4346 1.7050 -1.1666 -0.799 0.747 -0.864
C -2.9317 1.9586 -0.8278 0.087 -0.534 0.115
O -3.7769 1.7305 -1.7239 0.078 -0.228 0.143
O -3.1308 2.2436 0.3765 0.021 -0.014 0.113
H -0.8977 2.6454 -1.0153 0.219 -0.216 0.357
H -1.3206 1.4377 -2.2204 0.013 -0.148 0.058
H -1.1231 0.8879 -0.5353 0.548 -0.109 0.153
Cl 0.0999 -1.7485 -0.5754 0.192 0.156 -0.008

---

98
Properties=species:S:1:pos:R:3:forces:R:3 method="wB97M-V/def2-TZVPD" energy_ha=-3295.85630 orbital_gap_ev="7.05 / 6.92" spin_multiplicity=5 total_charge=+1
C -0.9734 1.2821 -2.1662 -0.089 -0.181 -0.039
C 0.3435 -0.6710 -2.2120 0.363 -0.220 0.951
C -1.2125 1.1713 -3.5306 -0.124 0.493 0.185
C 0.2580 -0.7358 -3.5997 -0.195 0.205 -0.293
C -0.5681 0.1740 -4.2589 0.318 -0.385 0.221
H -1.8698 1.9054 -3.9984 0.281 -0.243 -0.021
H 0.8142 -1.5117 -4.1260 -0.283 0.194 0.061
H -0.7015 0.0979 -5.3352 0.004 0.071 0.184
N -0.2554 0.3413 -1.5243 0.169 0.067 -0.654
P -0.5009 2.6584 0.2188 -0.016 0.747 -0.197
P 0.2596 -2.1050 0.2054 0.425 0.003 -0.560
C -1.4825 2.4480 -1.3314 -0.255 0.108 -0.366
H -1.4660 3.3785 -1.9238 -0.020 -0.356 0.107
H -2.5354 2.2737 -1.0493 0.366 -0.033 -0.033
C -0.0894 0.3681 2.2986 -1.026 0.073 6.650
O -0.3133 0.3390 3.4548 0.748 0.047 -4.147
C 1.1165 -1.6154 -1.3598 1.489 0.622 -0.336
H 1.5653 -2.4493 -1.9098 -0.347 0.271 0.009
C 1.5380 -3.1079 1.2207 -0.166 0.191 -0.214
C -1.0834 -3.2593 -0.4606 0.389 -0.025 0.286
C 1.0192 3.6740 -0.2723 -0.197 0.169 0.175
C -1.6216 3.6414 1.3597 0.071 0.070 -0.124
C 2.1230 -2.1897 2.3069 0.148 0.059 0.039
H 1.3487 -1.8275 2.9941 0.136 -0.155 -0.077
H 2.8569 -2.7699 2.8893 -0.223 0.168 -0.111
H 2.6378 -1.3182 1.8880 -0.131 -0.179 0.068
C 0.8869 -4.3022 1.9280 0.058 -0.147 0.125
H 0.0567 -3.9906 2.5743 0.171 -0.118 -0.139
H 0.5429 -5.0708 1.2264 0.066 0.236 0.224
H 1.6442 -4.7757 2.5725 -0.167 0.176 -0.157
C 2.6762 -3.6073 0.3306 0.286 -0.171 0.027
H 3.3532 -4.2224 0.9472 -0.141 0.198 -0.175
H 2.3263 -4.2459 -0.4918 0.069 0.189 0.174
H 3.2612 -2.7728 -0.0796 -0.238 -0.384 0.180
C -1.9316 -3.7740 0.7182 -0.313 -0.207 -0.045
H -2.0477 -3.0077 1.4974 0.035 -0.310 -0.195
H -2.9368 -4.0217 0.3482 0.181 0.025 0.122
H -1.5199 -4.6817 1.1711 -0.138 0.321 -0.082
C -2.0095 -2.4638 -1.3931 -0.073 0.213 -0.041
H -2.4058 -1.5711 -0.8937 0.087 -0.166 -0.178
H -1.5090 -2.1679 -2.3215 -0.177 -0.110 0.217
H -2.8584 -3.1081 -1.6656 0.213 0.100 0.055
C -0.4423 -4.4179 -1.2532 -0.324 -0.294 -0.194
H 0.4954 -4.1541 -1.7574 -0.295 -0.014 0.153
H -0.2625 -5.3003 -0.6274 0.021 0.230 -0.168
H -1.1427 -4.7166 -2.0464 0.148 -0.078 0.190
C -0.8363 4.0112 2.6278 -0.104 0.152 0.110
H -1.5209 4.5424 3.3061 0.189 -0.132 -0.108
H -0.4769 3.1136 3.1509 -0.042 0.245 -0.115
H 0.0141 4.6758 2.4317 -0.244 -0.188 0.038
C -2.8052 2.7562 1.7736 -0.050 -0.092 0.111
H -3.4013 2.4308 0.9128 0.103 -0.003 0.211
H -2.4766 1.8718 2.3274 -0.075 0.141 -0.155
H -3.4594 3.3468 2.4329 0.173 -0.130 -0.165
C -2.2046 4.8932 0.6794 -0.082 0.228 0.141
H -2.5796 4.6820 -0.3309 0.054 0.084 0.241
H -3.0579 5.2367 1.2821 0.167 -0.059 -0.168
H -1.4951 5.7242 0.6298 -0.238 -0.268 -0.040
C 1.5379 3.1778 -1.6293 0.021 -0.268 -0.020
H 0.8318 3.3766 -2.4456 0.145 0.025 0.132
H 2.4779 3.7019 -1.8604 -0.248 -0.114 0.073
H 1.7547 2.1015 -1.6052 -0.063 0.332 -0.023
C 2.1024 3.4327 0.7998 0.126 -0.036 0.003
H 2.5280 2.4236 0.7128 -0.154 0.326 0.028
H 2.9091 4.1658 0.6529 -0.166 -0.143 0.059
H 1.7184 3.5498 1.8214 0.126 0.053 -0.227
C 0.7291 5.1761 -0.3965 0.203 0.149 -0.097
H -0.0895 5.3831 -1.0995 0.173 -0.006 0.206
H 0.5185 5.6497 0.5706 0.030 -0.148 -0.302
H 1.6326 5.6621 -0.7974 -0.221 -0.127 0.088
Cr 0.2035 0.4209 0.4634 -0.752 -0.741 -1.121
N 2.1344 0.2935 0.1315 1.702 -0.460 -0.810
C 2.5517 -0.4751 -0.7284 -1.688 -0.260 -0.263
C 3.9029 -0.5662 -1.4768 -0.678 -0.339 0.170
C 3.9694 -1.7135 -2.4760 0.109 -0.260 -0.181
C 4.0407 0.7303 -2.2689 -0.024 0.461 -0.020
C 4.9879 -0.6937 -0.4025 0.296 0.114 0.344
H 3.8671 -2.6948 -2.0050 0.006 0.107 -0.104
H 3.2032 -1.6090 -3.2529 0.118 -0.040 0.115
H 4.9482 -1.6907 -2.9730 -0.207 0.005 0.095
H 3.9829 1.5976 -1.6011 0.041 -0.162 -0.135
H 4.9998 0.7654 -2.7998 -0.134 -0.087 0.110
H 3.2352 0.8105 -3.0117 0.165 0.028 0.096
H 5.7996 -1.3565 -0.7240 -0.092 0.212 -0.016
H 5.3975 0.2981 -0.1823 0.034 -0.234 0.074
H 4.5840 -1.0918 0.5373 0.160 0.068 -0.233
C -5.3463 -0.4647 1.2544 -0.082 -0.053 0.044
N -4.3067 -0.9694 2.1475 0.424 0.133 -0.179
C -4.7077 -1.6841 3.3510 0.239 -0.209 0.345
C -3.0027 -0.7865 1.8855 -0.147 0.952 -1.426
O -2.5719 -0.1852 0.8726 -0.441 -0.910 1.517
H -5.9948 -1.2925 0.9393 0.175 0.172 0.000
H -4.8843 -0.0004 0.3795 -0.067 -0.140 0.236
H -5.9693 0.2709 1.7807 0.178 -0.114 -0.120
H -4.3091 -2.7096 3.3449 -0.246 0.226 -0.017
H -4.3235 -1.1805 4.2499 -0.245 -0.101 -0.212
H -5.7988 -1.7218 3.3947 0.249 -0.013 0.041
H -2.3290 -1.2062 2.6607 -0.218 0.158 -0.232